Computed, not measured: a 10-piece molecular cluster, C10H33N12O22S2 overall at a distorted geometry, with ωB97M-V/def2-TZVPD.

Structure (ORCA input):
```
! RIJCOSX wB97M-V def2-TZVPD def2/J DEFGRID3
* xyz -1 1
N -0.74 5.02 0.80
C -0.42 3.71 0.12
S -1.82 2.47 0.31
O -3.22 3.11 0.52
O -1.92 1.71 -1.08
N -1.39 1.26 1.49
S -1.28 1.91 3.11
N 0.35 2.35 3.61
O -2.17 3.15 3.37
O -1.82 0.79 4.07
H 0.14 5.37 1.27
H -1.52 4.89 1.51
H 0.55 3.21 0.57
H -0.25 3.88 -1.05
H 0.68 3.22 3.12
H 0.94 1.52 3.39
C 1.90 -0.81 1.42
N 2.46 0.36 0.69
O 2.96 0.15 -0.42
O 2.38 1.45 1.26
H 2.03 -1.71 0.80
H 2.44 -0.91 2.36
H 0.83 -0.62 1.58
C 2.64 -2.72 -2.79
N 2.46 -3.76 -1.75
O 3.01 -4.85 -1.93
O 1.76 -3.46 -0.77
H 3.27 -3.12 -3.59
H 1.65 -2.47 -3.18
H 3.11 -1.86 -2.32
C -2.03 3.88 7.08
N -0.64 4.40 7.24
O 0.07 4.45 6.23
O -0.31 4.74 8.38
H -2.18 3.61 6.03
H -2.12 3.00 7.71
H -2.71 4.67 7.38
C 4.47 0.80 -4.50
N 4.87 -0.63 -4.62
O 6.05 -0.91 -4.38
O 3.98 -1.43 -4.94
H 5.34 1.39 -4.21
H 4.10 1.12 -5.48
H 3.69 0.87 -3.74
C -4.05 0.05 -2.63
N -4.44 -0.21 -4.04
O -4.34 -1.37 -4.45
O -4.84 0.76 -4.69
H -3.72 -0.89 -2.17
H -3.24 0.78 -2.64
H -4.93 0.44 -2.11
C 0.07 -6.14 -4.70
N 0.64 -4.96 -5.42
O 1.14 -5.17 -6.53
O 0.56 -3.87 -4.85
H 0.21 -7.03 -5.31
H 0.61 -6.23 -3.75
H -0.99 -5.94 -4.53
C -4.60 -0.74 2.11
N -5.32 -1.22 0.89
O -4.63 -1.44 -0.11
O -6.54 -1.34 0.98
H -3.53 -0.68 1.88
H -5.00 0.24 2.37
H -4.78 -1.47 2.90
C -4.82 -5.08 3.66
N -3.83 -4.07 4.12
O -3.50 -3.20 3.31
O -3.43 -4.18 5.29
H -5.09 -4.86 2.63
H -4.35 -6.06 3.74
H -5.70 -5.00 4.31
C 7.72 4.00 -1.80
N 6.69 3.25 -2.56
O 6.65 3.42 -3.78
O 5.94 2.51 -1.90
H 8.30 4.61 -2.50
H 7.21 4.64 -1.08
H 8.36 3.27 -1.30
*
```

Computed properties:
Frontier orbital gap   0.2770 hartree
F_max   6.34 eV/Å